Record 1
Here is an isolated molecule of S2 from OMol25. Energies are from wB97M-V/def2-TZVPD.

Bonds (Å) are listed after each position.
Geometry (Å):
1 S 1.101 -0.553 0.142  S2 2.481
2 S -1.101 0.553 -0.142  S1 2.481

Properties
HOMO-LUMO gap ... 5.55 eV
M ... 64.13 g mol⁻¹
Energy above the lowest of the compared OMol25 structures with the same formula, charge and spin ... 2.7190 eV
HOMO energy ... -9.6 eV

***

Record 2
Here is a cluster of 2 separate species, CH5OP in total from OMol25. Energies are from wB97M-V/def2-TZVPD.

Bonds (Å) are listed after each position.
Geometry (Å):
1 C -1.412 -0.097 -0.049  H4 1.159, H5 1.119, H6 1.096
2 O 1.800 0.803 -0.058  P3 1.634, H7 1.016
3 P 1.309 -0.752 0.039  O2 1.634, H8 1.506
4 H -1.430 -1.106 -0.619  C1 1.159
5 H -1.040 0.805 -0.599  C1 1.119
6 H -2.159 -0.013 0.748  C1 1.096
7 H 1.601 1.108 -1.007  O2 1.016
8 H 1.331 -0.749 1.545  P3 1.506

Properties
HOMO-LUMO gap (alpha / beta) ... 8.42 / 7.81 eV
M ... 64.02 g mol⁻¹
Energy above the lowest of the compared OMol25 structures with the same formula, charge and spin ... 2.9654 eV
HOMO energy (alpha / beta) ... -8.5 / -7.7 eV

***

Record 3
Here is an isolated molecule of C3H4N2O from OMol25. Energies are from wB97M-V/def2-TZVPD.

Bonds (Å) are listed after each position.
Geometry (Å):
1 O 1.412 -0.578 -1.298  C2 1.379, H7 0.968
2 C 0.453 0.175 -0.655  O1 1.379, C3 1.453, N6 1.278
3 C 0.048 -0.356 0.636  C2 1.453, C4 1.452, H8 1.097
4 C -1.222 -0.043 1.267  C3 1.452, N5 1.250, H9 1.101
5 N -1.654 1.067 0.887  C4 1.250
6 N -0.010 1.247 -1.173  C2 1.278, H10 1.025
7 H 1.453 -1.470 -0.923  O1 0.968
8 H 0.846 -0.732 1.289  C3 1.097
9 H -1.594 -0.614 2.130  C4 1.101
10 H 0.269 1.305 -2.158  N6 1.025

Properties
HOMO-LUMO gap (alpha / beta) ... 8.82 / 7.86 eV
M ... 84.08 g mol⁻¹
Energy above the lowest of the compared OMol25 structures with the same formula, charge and spin ... 4.4248 eV
HOMO energy (alpha / beta) ... -9.2 / -9.4 eV

***

Q: energy above the lowest of the compared OMol25 structures with the same formula, charge and spin of number 2 (CH5OP)?
A: 2.9654 eV